Formula: C42H37BrIN10OSTeTl
Source: the OMol25 dataset
Level of theory: ωB97M-V/def2-TZVPD

Kohn-Sham gap, eV: 5.7722
2S+1: 1
Net charge: +2

Last column: Löwdin charge in e.
Geometry (Å):
Tl (0.101, -0.184, -0.648)  0.646
C (1.453, 0.341, 5.045)  -0.043
N (0.711, 0.214, 3.782)  -0.095
C (1.195, -0.059, 2.583)  -0.146
N (0.185, -0.080, 1.703)  -0.034
C (-0.911, 0.193, 2.472)  -0.223
N (-0.629, 0.368, 3.732)  0.163
C (2.237, -0.899, 5.392)  -0.225
C (3.400, -0.775, 6.142)  -0.054
C (4.120, -1.906, 6.508)  -0.054
C (3.695, -3.163, 6.113)  0.002
C (2.533, -3.283, 5.357)  -0.127
C (1.803, -2.156, 5.006)  0.019
C (2.084, -4.601, 4.912)  -0.294
N (2.585, -5.754, 5.158)  0.146
N (1.792, -6.677, 4.462)  0.146
C (0.890, -5.990, 3.863)  -0.289
O (1.002, -4.653, 4.093)  0.113
C (-0.178, -6.431, 2.969)  -0.128
C (-0.225, -7.752, 2.529)  0.006
C (-1.218, -8.141, 1.650)  -0.036
C (-2.156, -7.219, 1.197)  -0.014
C (-2.116, -5.906, 1.645)  -0.203
C (-3.106, -4.892, 1.137)  -0.051
N (-2.439, -3.854, 0.341)  -0.091
C (-1.961, -2.679, 0.720)  -0.110
N (-1.325, -2.110, -0.307)  -0.021
C (-1.451, -3.036, -1.298)  -0.206
N (-2.122, -4.096, -0.944)  0.167
C (-1.130, -5.519, 2.539)  0.022
H (0.700, 0.572, 5.799)  0.144
H (2.119, 1.200, 4.958)  0.138
H (2.237, -0.250, 2.383)  0.027
H (-1.913, 0.269, 2.083)  0.126
H (3.750, 0.204, 6.445)  0.123
H (5.019, -1.802, 7.097)  0.120
H (4.250, -4.051, 6.379)  0.127
H (0.889, -2.276, 4.439)  0.122
H (0.519, -8.454, 2.880)  0.126
H (-1.259, -9.163, 1.302)  0.118
H (-2.918, -7.526, 0.493)  0.121
H (-3.632, -4.381, 1.945)  0.140
H (-3.839, -5.361, 0.484)  0.134
H (-2.092, -2.269, 1.705)  0.134
H (-1.040, -2.911, -2.281)  0.062
H (-1.086, -4.499, 2.903)  0.116
N (-0.419, 3.035, 1.197)  0.138
C (-1.273, 2.805, 0.189)  -0.671
N (-1.299, 1.696, -0.524)  -0.036
C (-2.301, 1.757, -1.506)  -0.313
C (-2.611, 0.759, -2.419)  -0.042
C (-3.623, 0.981, -3.333)  -0.046
C (-4.334, 2.182, -3.339)  -0.051
C (-4.045, 3.177, -2.423)  -0.057
C (-3.023, 2.946, -1.513)  -0.446
S (-2.441, 4.002, -0.252)  1.170
H (0.335, 2.392, 1.368)  0.088
H (-0.375, 3.938, 1.636)  0.121
H (-2.091, -0.190, -2.408)  0.050
H (-3.874, 0.209, -4.048)  0.116
H (-5.124, 2.335, -4.060)  0.118
H (-4.601, 4.104, -2.416)  0.122
Br (5.079, -1.036, 3.001)  0.797
C (6.184, -0.741, 1.495)  -0.721
C (7.557, -0.835, 1.674)  -0.115
C (8.409, -0.605, 0.606)  -0.052
C (7.898, -0.276, -0.640)  -0.059
C (6.528, -0.185, -0.827)  -0.145
C (5.679, -0.424, 0.243)  -0.717
I (3.627, -0.306, -0.092)  0.966
H (7.952, -1.086, 2.648)  0.108
H (9.477, -0.683, 0.753)  0.119
H (8.563, -0.088, -1.471)  0.117
H (6.124, 0.069, -1.796)  0.099
C (-1.179, 1.140, -8.547)  -0.024
C (-0.761, 0.768, -7.156)  -0.231
C (-1.290, -0.351, -6.521)  0.004
C (-0.877, -0.744, -5.259)  -0.313
C (-1.532, -1.942, -4.646)  -0.077
C (0.139, 0.008, -4.620)  -0.542
Te (1.302, -0.813, -3.144)  1.091
C (0.587, 1.222, -5.191)  -0.312
C (1.519, 2.182, -4.506)  -0.080
C (0.148, 1.554, -6.466)  0.001
H (-1.930, 0.460, -8.942)  0.083
H (-0.315, 1.124, -9.213)  0.097
H (-1.578, 2.154, -8.570)  0.094
H (-2.049, -0.931, -7.033)  0.126
H (-2.342, -2.294, -5.281)  0.095
H (-1.949, -1.703, -3.671)  0.036
H (-0.826, -2.766, -4.521)  0.079
H (1.593, 2.013, -3.434)  0.026
H (1.163, 3.199, -4.668)  0.092
H (2.523, 2.119, -4.928)  0.099
H (0.514, 2.464, -6.926)  0.136